[1]
# C34H70ClN8O11

8 unconnected molecules or ions with the total composition C34H70ClN8O11 at a distorted geometry (wB97M-V/def2-TZVPD, the Open Molecules 2025 dataset).

The calculation puts the total energy at -3063.44928 Eh. The expectation value of S² is 0.754. The calculation puts the frontier orbital gap (spin up / spin down) at 8.47 / 9.43 eV. As for the total charge: 0. The spin multiplicity is 2.

Cartesian coordinates (Å):
1 C -2.26 3.14 -4.22
2 C -3.05 3.67 -3.07
3 O -4.24 3.62 -3.00
4 O -2.30 4.23 -2.05
5 C -2.67 3.84 -0.76
6 O -3.12 4.64 -0.01
7 C -2.42 2.39 -0.42
8 C -1.23 2.14 0.52
9 Cl -1.83 2.63 2.18
10 C 0.03 2.98 0.28
11 C 1.04 2.43 -0.74
12 C 0.62 2.68 -2.20
13 C 2.35 3.20 -0.53
14 N 1.31 0.99 -0.50
15 O 2.18 0.79 0.43
16 C 0.12 0.09 -0.40
17 C 0.59 -1.27 0.13
18 C -0.49 -0.20 -1.78
19 C -0.90 0.65 0.61
20 H -2.94 3.00 -5.06
21 H -1.83 2.17 -3.96
22 H -1.44 3.80 -4.50
23 H -3.32 2.06 0.11
24 H -2.36 1.78 -1.32
25 H -0.20 4.01 0.01
26 H 0.56 3.03 1.23
27 H 1.25 2.09 -2.86
28 H -0.43 2.48 -2.38
29 H 0.77 3.74 -2.42
30 H 3.14 2.76 -1.14
31 H 2.63 3.27 0.51
32 H 2.20 4.23 -0.87
33 H -0.21 -2.00 -0.05
34 H 1.49 -1.57 -0.39
35 H 0.73 -1.23 1.21
36 H -0.94 0.66 -2.26
37 H -1.18 -1.03 -1.71
38 H 0.32 -0.53 -2.43
39 H -1.83 0.10 0.45
40 H -0.56 0.42 1.62
41 C 2.08 -1.83 -4.51
42 C 0.98 -2.82 -4.24
43 O 0.52 -3.00 -3.12
44 N 0.51 -3.52 -5.31
45 C 0.95 -3.44 -6.69
46 H 2.36 -1.35 -3.58
47 H 2.96 -2.33 -4.93
48 H 1.76 -1.07 -5.22
49 H -0.23 -4.17 -5.08
50 H 0.12 -3.14 -7.33
51 H 1.32 -4.41 -7.03
52 H 1.75 -2.71 -6.79
53 C -4.96 2.01 2.64
54 C -6.10 1.02 2.59
55 O -5.99 -0.06 2.03
56 N -7.26 1.36 3.21
57 C -7.56 2.59 3.93
58 H -4.11 1.59 2.11
59 H -5.24 2.95 2.15
60 H -4.66 2.22 3.66
61 H -7.97 0.66 3.14
62 H -7.81 2.36 4.96
63 H -8.40 3.11 3.46
64 H -6.70 3.25 3.93
65 C -5.86 2.00 9.18
66 C -5.95 1.94 7.68
67 O -6.50 2.81 7.03
68 N -5.40 0.86 7.06
69 C -4.72 -0.27 7.66
70 H -6.34 2.91 9.51
71 H -6.36 1.15 9.64
72 H -4.82 2.01 9.51
73 H -5.50 0.87 6.06
74 H -3.70 -0.34 7.29
75 H -5.24 -1.20 7.42
76 H -4.68 -0.16 8.74
77 C -1.24 -5.25 -1.18
78 C -2.11 -4.47 -0.24
79 O -1.67 -3.55 0.44
80 N -3.43 -4.80 -0.16
81 C -4.13 -5.85 -0.88
82 H -0.23 -4.85 -1.13
83 H -1.22 -6.31 -0.90
84 H -1.59 -5.16 -2.21
85 H -3.95 -4.23 0.48
86 H -4.93 -5.42 -1.49
87 H -4.57 -6.56 -0.18
88 H -3.44 -6.38 -1.54
89 C 6.19 -2.49 -5.83
90 C 5.56 -1.18 -6.26
91 O 4.45 -1.14 -6.76
92 N 6.28 -0.05 -6.08
93 C 7.61 0.09 -5.52
94 H 5.49 -3.29 -6.04
95 H 7.12 -2.67 -6.38
96 H 6.41 -2.48 -4.76
97 H 5.81 0.78 -6.39
98 H 7.59 0.73 -4.63
99 H 8.29 0.54 -6.25
100 H 8.01 -0.88 -5.23
101 C 4.22 -4.76 0.91
102 C 3.04 -5.71 0.84
103 O 3.10 -6.76 0.21
104 N 1.91 -5.35 1.50
105 C 1.67 -4.15 2.28
106 H 5.03 -5.19 0.33
107 H 3.95 -3.79 0.49
108 H 4.54 -4.62 1.94
109 H 1.17 -6.02 1.40
110 H 1.40 -4.43 3.30
111 H 0.84 -3.60 1.84
112 H 2.54 -3.51 2.30
113 C 5.09 5.76 3.57
114 C 4.61 4.91 2.41
115 O 3.53 5.08 1.88
116 N 5.45 3.93 1.96
117 C 6.76 3.58 2.46
118 H 4.31 6.48 3.79
119 H 5.27 5.14 4.45
120 H 6.00 6.29 3.31
121 H 5.07 3.40 1.19
122 H 7.51 3.69 1.67
123 H 6.78 2.55 2.81
124 H 7.04 4.23 3.28


[2]
# C34H71BF3NO16S

9 unconnected molecules or ions with the total composition C34H71BF3NO16S (wB97M-V/def2-TZVPD, the Open Molecules 2025 dataset).

The calculation puts the total energy at -3319.38356 Eh. The calculation puts the frontier orbital gap at 8.53 eV. As for the total charge: 0. Its SMILES is COCCCCc1c(CB(O)O)c(S(C)(=O)=O)c(O)c2c1C(=O)N(CCC(F)(F)F)C2=O.CCO.CCO.CCO.CCO.CCO.CCO.CCO.CCO. The spin multiplicity is 1.

Cartesian coordinates (Å):
1 C 1.83 3.02 3.57
2 O 0.86 2.04 3.30
3 C -0.25 2.54 2.57
4 C -0.05 2.43 1.06
5 C -1.39 2.49 0.31
6 C -2.13 1.14 0.11
7 C -1.26 -0.06 -0.16
8 C -1.37 -1.29 0.55
9 C -2.42 -1.45 1.60
10 B -1.85 -1.30 3.08
11 O -2.36 -2.01 4.13
12 O -0.82 -0.44 3.31
13 C -0.45 -2.34 0.26
14 S -0.45 -3.91 1.14
15 C -0.28 -5.18 -0.09
16 O -1.73 -4.15 1.77
17 O 0.72 -3.93 1.98
18 C 0.56 -2.20 -0.69
19 O 1.43 -3.19 -0.94
20 C 0.62 -1.01 -1.38
21 C -0.29 0.01 -1.13
22 C 0.05 1.09 -2.12
23 O -0.64 1.97 -2.54
24 N 1.36 0.81 -2.63
25 C 2.39 1.80 -2.30
26 C 3.77 1.44 -2.85
27 C 4.76 0.93 -1.82
28 F 4.19 0.57 -0.64
29 F 5.44 -0.15 -2.26
30 F 5.69 1.87 -1.52
31 C 1.61 -0.56 -2.37
32 O 2.44 -1.25 -2.92
33 H 2.77 2.52 3.83
34 H 1.54 3.66 4.42
35 H 2.02 3.67 2.71
36 H -1.14 2.00 2.90
37 H -0.37 3.60 2.82
38 H 0.53 3.30 0.75
39 H 0.55 1.55 0.83
40 H -1.27 3.01 -0.64
41 H -2.05 3.13 0.90
42 H -2.77 0.99 0.98
43 H -2.81 1.26 -0.74
44 H -2.92 -2.40 1.48
45 H -3.19 -0.69 1.49
46 H -3.10 -2.56 3.84
47 H -0.79 -0.26 4.27
48 H 0.77 -5.28 -0.32
49 H -0.87 -4.94 -0.98
50 H -0.64 -6.07 0.42
51 H 2.17 -2.84 -1.46
52 H 2.08 2.74 -2.76
53 H 2.42 1.98 -1.22
54 H 4.22 2.33 -3.29
55 H 3.71 0.70 -3.65
56 C -7.12 -3.24 -0.38
57 C -5.84 -2.81 -1.06
58 O -4.78 -2.58 -0.12
59 H -7.45 -2.50 0.34
60 H -7.92 -3.38 -1.12
61 H -6.97 -4.19 0.15
62 H -5.98 -1.86 -1.58
63 H -5.52 -3.55 -1.79
64 H -4.62 -3.40 0.35
65 C 2.64 -2.81 6.08
66 C 3.44 -2.56 4.82
67 O 3.20 -3.55 3.82
68 H 2.87 -3.80 6.49
69 H 2.86 -2.06 6.85
70 H 1.57 -2.78 5.87
71 H 4.51 -2.61 5.03
72 H 3.22 -1.56 4.42
73 H 2.26 -3.51 3.59
74 C 5.08 0.64 -7.56
75 C 4.37 1.63 -6.65
76 O 5.26 2.24 -5.71
77 H 5.57 -0.13 -6.97
78 H 4.38 0.17 -8.25
79 H 5.85 1.15 -8.14
80 H 3.61 1.12 -6.05
81 H 3.87 2.40 -7.24
82 H 5.93 2.71 -6.20
83 C 4.19 6.70 0.24
84 C 2.80 6.51 0.79
85 O 2.17 5.34 0.27
86 H 4.16 6.77 -0.85
87 H 4.65 7.62 0.63
88 H 4.84 5.86 0.50
89 H 2.15 7.34 0.52
90 H 2.83 6.45 1.89
91 H 2.71 4.58 0.51
92 C -1.01 -2.31 8.38
93 C -1.28 -0.99 7.69
94 O -0.49 -0.82 6.52
95 H 0.05 -2.38 8.65
96 H -1.61 -2.41 9.29
97 H -1.25 -3.14 7.72
98 H -1.03 -0.15 8.34
99 H -2.35 -0.91 7.43
100 H -0.70 -1.55 5.92
101 C -3.40 2.07 -5.08
102 C -3.50 2.69 -3.70
103 O -4.67 3.49 -3.56
104 H -3.40 2.84 -5.85
105 H -2.49 1.47 -5.18
106 H -4.26 1.41 -5.28
107 H -2.66 3.35 -3.52
108 H -3.50 1.91 -2.93
109 H -5.44 2.93 -3.70
110 C -11.96 -4.02 -0.74
111 C -10.78 -3.31 -0.11
112 O -10.19 -2.36 -0.99
113 H -11.65 -4.53 -1.65
114 H -12.38 -4.76 -0.06
115 H -12.75 -3.31 -1.00
116 H -9.99 -4.02 0.14
117 H -11.09 -2.81 0.82
118 H -10.86 -1.71 -1.21
119 C 8.76 -0.04 -2.43
120 C 8.58 1.34 -3.05
121 O 9.47 1.54 -4.15
122 H 9.79 -0.17 -2.10
123 H 8.09 -0.17 -1.58
124 H 8.54 -0.82 -3.16
125 H 8.82 2.12 -2.33
126 H 7.55 1.48 -3.38
127 H 9.27 0.87 -4.82


[3]
# C34H72Br2N4O19

A molecular structure, C34H72Br2N4O19 at a distorted geometry (wB97M-V/def2-TZVPD, the Open Molecules 2025 dataset).

The calculation puts the total energy at -8135.08963 Eh. The calculation puts the frontier orbital gap at 7.60 eV. As for the total charge: 0. The spin multiplicity is 1.

Cartesian coordinates (Å):
1 C 1.26 5.45 0.12
2 C 2.33 4.74 0.94
3 O 2.29 3.33 0.71
4 C 2.93 2.84 -0.34
5 O 3.73 3.46 -1.01
6 O 2.67 1.56 -0.46
7 C 3.50 0.65 -1.14
8 H 0.27 5.41 0.55
9 H 1.37 5.23 -0.94
10 H 1.54 6.52 0.13
11 H 2.18 4.83 2.01
12 H 3.32 5.11 0.67
13 H 3.12 -0.36 -1.25
14 H 4.41 0.59 -0.53
15 H 3.90 1.07 -2.06
16 C 0.97 6.96 3.39
17 C 0.57 5.92 4.41
18 O 0.71 4.59 3.91
19 C -0.30 4.03 3.25
20 O -1.25 4.61 2.78
21 O -0.11 2.71 3.21
22 C -1.25 1.87 3.18
23 H 0.52 6.86 2.41
24 H 2.06 7.05 3.31
25 H 0.67 7.93 3.80
26 H -0.44 6.19 4.74
27 H 1.16 5.93 5.33
28 H -1.86 1.76 4.07
29 H -0.84 0.90 2.89
30 H -1.87 2.14 2.32
31 C -1.37 -5.18 -1.25
32 C -2.09 -6.35 -1.80
33 O -1.14 -7.29 -2.34
34 C -1.54 -8.51 -2.65
35 O -2.67 -8.86 -2.81
36 O -0.47 -9.32 -2.55
37 C -0.57 -10.63 -3.05
38 H -0.97 -5.41 -0.26
39 H -1.99 -4.28 -1.23
40 H -0.52 -4.98 -1.90
41 H -2.75 -6.00 -2.61
42 H -2.75 -6.95 -1.17
43 H -0.96 -10.66 -4.07
44 H -1.21 -11.24 -2.41
45 H 0.40 -11.11 -3.08
46 C 1.93 -0.46 2.63
47 C 1.22 -0.52 1.30
48 O -0.08 -1.05 1.58
49 C -0.95 -0.87 0.59
50 O -0.83 -0.08 -0.32
51 O -2.00 -1.64 0.76
52 C -2.95 -1.61 -0.29
53 H 1.31 -0.02 3.41
54 H 2.83 0.15 2.58
55 H 2.07 -1.46 3.04
56 H 1.86 -1.18 0.71
57 H 1.17 0.45 0.82
58 H -2.97 -0.58 -0.63
59 H -3.91 -1.98 0.07
60 H -2.71 -2.22 -1.16
61 C -4.74 1.27 0.81
62 C -5.20 2.58 0.15
63 O -4.64 2.50 -1.18
64 C -4.68 3.55 -2.01
65 O -5.18 4.62 -1.76
66 O -4.05 3.20 -3.11
67 C -4.16 3.99 -4.26
68 H -3.67 1.28 0.99
69 H -4.92 0.38 0.22
70 H -5.29 1.28 1.75
71 H -4.84 3.51 0.58
72 H -6.28 2.68 0.03
73 H -4.11 3.43 -5.20
74 H -3.50 4.85 -4.30
75 H -5.17 4.38 -4.40
76 C -1.52 4.67 -2.37
77 O -0.87 4.68 -3.40
78 N -1.53 3.74 -1.41
79 C -2.33 3.81 -0.17
80 C -0.77 2.48 -1.57
81 H -2.20 5.51 -2.15
82 H -3.35 4.11 -0.42
83 H -1.89 4.60 0.44
84 H -2.34 2.83 0.30
85 H 0.15 2.51 -0.98
86 H -1.47 1.70 -1.30
87 H -0.38 2.44 -2.58
88 C 4.00 -2.55 -1.89
89 O 4.43 -3.21 -0.97
90 N 2.69 -2.33 -2.16
91 C 2.30 -1.20 -2.97
92 C 1.69 -2.83 -1.24
93 H 4.71 -2.07 -2.59
94 H 1.39 -1.43 -3.53
95 H 3.04 -0.86 -3.69
96 H 2.05 -0.33 -2.36
97 H 0.77 -2.77 -1.83
98 H 1.86 -3.88 -1.03
99 H 1.64 -2.27 -0.30
100 C -3.62 -2.26 -4.20
101 O -3.05 -3.31 -3.99
102 N -3.00 -1.06 -4.25
103 C -1.63 -0.82 -3.88
104 C -3.77 0.18 -4.35
105 H -4.68 -2.12 -4.50
106 H -1.54 -0.49 -2.84
107 H -1.18 -0.21 -4.66
108 H -1.02 -1.73 -3.81
109 H -3.86 0.48 -3.30
110 H -3.15 0.98 -4.77
111 H -4.71 0.12 -4.88
112 C 5.58 -2.11 2.60
113 O 4.49 -2.46 3.02
114 N 6.15 -2.56 1.47
115 C 7.26 -1.88 0.86
116 C 5.52 -3.57 0.60
117 H 6.16 -1.30 3.06
118 H 7.90 -1.29 1.52
119 H 6.93 -1.24 0.03
120 H 8.04 -2.51 0.42
121 H 5.24 -3.11 -0.35
122 H 6.25 -4.35 0.44
123 H 4.65 -3.99 1.10
124 Br -0.89 -0.65 9.26
125 C 0.40 -1.86 8.40
126 C 1.47 -1.04 7.69
127 Br 0.66 -0.03 6.21
128 H -0.09 -2.55 7.72
129 H 0.86 -2.43 9.20
130 H 2.38 -1.54 7.36
131 H 1.75 -0.21 8.34


M (Da)
802.43 849.81 1000.77